No. 1
This record from the OMol25 dataset describes a structure of composition C32H20Cl5O8PW. The level of theory is ωB97M-V/def2-TZVPD.

XYZ file:
```
67
Properties=species:S:1:pos:R:3:forces:R:3:nbo_charge:R:1
W 0.0014 1.1610 -0.4004 0.32 0.31 -0.32 1.87
O -1.9697 1.3085 -1.3105 -0.02 -0.24 0.18 -0.57
C -1.5641 0.4434 -2.1412 0.01 -0.10 0.05 0.80
O -0.2943 0.5085 -2.3735 -0.04 -0.02 -0.28 -0.65
C -2.2613 -0.8165 -2.4243 -0.01 0.08 0.01 -0.08
C -3.3027 -1.0545 -3.2994 -0.01 0.05 -0.03 -0.18
C -3.8178 -2.3423 -3.3697 -0.02 -0.04 -0.02 -0.15
C -3.3055 -3.3524 -2.5665 -0.02 0.00 -0.01 -0.16
C -2.2754 -3.0963 -1.6706 0.00 -0.03 0.02 -0.16
C -1.7410 -1.8168 -1.5903 0.02 -0.06 0.02 -0.37
P -0.4191 -1.4671 -0.3706 -0.01 -0.04 -0.17 1.22
C -1.0902 -1.8821 1.2378 0.01 0.05 0.03 -0.46
C -2.4546 -1.6613 1.4537 -0.01 0.00 0.01 -0.12
C -2.9926 -1.8258 2.7198 -0.02 0.01 0.00 -0.21
C -2.1794 -2.2162 3.7772 -0.01 -0.01 0.01 -0.15
C -0.8206 -2.4239 3.5731 -0.02 -0.04 0.03 -0.21
C -0.2698 -2.2404 2.3139 0.03 -0.02 0.00 -0.19
C 0.9622 -2.4965 -0.8664 0.00 -0.07 0.12 -0.36
C 1.5417 -2.2635 -2.1181 -0.01 0.00 -0.04 -0.23
C 2.5423 -3.0976 -2.5813 0.02 0.01 -0.02 -0.18
C 2.9631 -4.1751 -1.8092 0.01 -0.01 0.01 -0.15
C 2.3682 -4.4280 -0.5825 0.02 0.00 -0.01 -0.21
C 1.3655 -3.5953 -0.1066 0.03 -0.02 -0.01 -0.12
H -3.6960 -0.2626 -3.9241 0.02 -0.03 0.03 0.25
H -4.6249 -2.5587 -4.0574 0.03 0.01 0.02 0.25
H -3.7157 -4.3511 -2.6326 0.00 0.01 0.00 0.25
H -1.8974 -3.8923 -1.0388 -0.01 0.03 -0.01 0.24
H -3.1013 -1.3541 0.6414 -0.01 -0.01 -0.04 0.22
H -4.0479 -1.6486 2.8808 0.02 -0.01 0.00 0.25
H -2.6036 -2.3496 4.7644 0.01 0.00 -0.02 0.25
H -0.1819 -2.7130 4.3990 -0.02 0.01 -0.03 0.25
H 0.7997 -2.3514 2.1852 -0.05 0.05 0.04 0.24
H 1.1891 -1.4573 -2.7491 -0.02 0.03 -0.01 0.23
H 2.9864 -2.9172 -3.5521 -0.02 -0.01 0.04 0.24
H 3.7461 -4.8274 -2.1748 -0.03 0.02 0.01 0.25
H 2.6769 -5.2806 0.0079 0.00 0.02 -0.02 0.24
H 0.8952 -3.8289 0.8369 0.01 -0.03 -0.07 0.22
O -0.6090 0.6721 5.7302 0.04 0.12 0.24 -0.36
C -0.4542 0.7973 4.5654 -0.26 -0.54 -0.24 0.40
C 0.7543 0.2468 3.7423 0.19 0.47 0.01 0.42
O 1.7537 -0.2525 4.1495 0.05 -0.15 0.04 -0.40
C 0.3850 0.5740 2.3308 -0.07 -0.13 0.04 0.28
C -0.8086 1.2140 2.2604 -0.04 -0.04 -0.14 0.12
O -1.1995 1.4576 0.9940 0.06 0.19 0.26 -0.54
C -1.4955 1.3812 3.5534 0.26 0.39 0.05 0.43
O -2.5503 1.8712 3.8023 -0.16 -0.05 0.01 -0.40
O 0.9429 0.2571 1.1948 -0.14 -0.03 -0.09 -0.63
C 0.0763 4.9904 -2.9640 -0.02 0.00 -0.06 -0.66
C 0.1791 4.3902 -1.5894 -0.02 -0.02 -0.01 -0.05
O 0.0742 2.9094 -1.7135 0.07 -0.05 0.19 -0.72
H 0.1513 6.0747 -2.8758 0.00 -0.01 -0.01 0.27
H -0.8897 4.7732 -3.4275 0.03 0.01 0.01 0.22
H 0.8828 4.6470 -3.6129 -0.02 0.01 0.02 0.23
H -0.6185 4.7097 -0.9273 -0.07 0.02 0.07 0.21
H 1.1417 4.5760 -1.1312 0.09 0.01 0.03 0.21
H -0.4303 2.7229 -2.5128 -0.10 -0.03 -0.23 0.52
Cl 2.4245 0.7121 -1.3861 -0.11 -0.05 0.14 0.23
C 2.7328 2.0464 -0.2921 -0.02 0.05 0.09 0.02
C 1.5682 2.4676 0.2907 -0.15 -0.01 0.19 -0.38
C 1.6231 3.4999 1.2170 0.01 -0.13 -0.12 0.00
Cl 0.1947 4.1588 1.9180 -0.06 0.01 -0.02 0.08
C 2.8684 4.0553 1.5326 0.09 0.07 0.04 -0.10
Cl 2.9571 5.3301 2.6598 0.04 0.03 0.02 0.14
C 4.0418 3.5856 0.9225 0.04 0.00 0.00 -0.07
Cl 5.5504 4.2663 1.3145 0.01 0.01 0.01 0.15
C 3.9832 2.5552 -0.0219 0.04 -0.01 -0.02 -0.10
Cl 5.3593 1.9336 -0.8052 0.04 -0.01 -0.02 0.13
```
Forces are in eV/Å.

Computed properties:
Net charge = +2
Energy above the lowest of the compared OMol25 structures with the same formula, charge and spin = 0.00 kcal per mole
E_tot = -123598.52795 eV
HOMO-LUMO gap (spin up / spin down) = 6.0237 / 6.0247 eV

=====

No. 2
This record from the OMol25 dataset describes a structure of composition C32H20NO3PS6Ta. The level of theory is ωB97M-V/def2-TZVPD.

XYZ file:
```
64
Properties=species:S:1:pos:R:3:forces:R:3:nbo_charge:R:1
Ta -1.6880 0.1879 -0.5234 0.58 0.42 0.13 1.34
S -3.0566 6.9620 -3.3419 0.00 -0.03 0.00 0.06
C -2.8126 5.4770 -2.7400 0.00 0.06 -0.03 -0.58
S -3.0649 5.0724 -1.0601 0.01 -0.05 0.04 0.49
C -2.5941 3.3996 -1.1904 -0.03 -0.01 -0.15 -0.42
C -2.2356 2.9585 -2.4134 -0.08 0.15 0.05 -0.42
S -1.6945 1.3416 -2.6436 -0.03 -0.26 0.15 0.09
S -2.2689 4.1269 -3.7066 0.01 -0.05 0.02 0.49
S -2.6325 2.3038 0.1294 0.21 -0.14 0.02 0.11
C 3.6087 2.7678 -3.1382 -0.01 0.00 -0.02 -0.17
C 2.6175 1.9059 -3.5882 0.01 0.02 0.06 -0.19
C 1.7393 1.3267 -2.6887 -0.03 -0.05 -0.03 -0.21
C 1.8432 1.6058 -1.3267 0.03 0.04 0.01 -0.32
C 2.8505 2.4592 -0.8786 0.06 0.06 0.02 -0.14
C 3.7252 3.0395 -1.7851 -0.01 0.00 -0.02 -0.22
P 0.7933 0.7653 -0.1085 -0.19 0.09 -0.05 1.08
C 1.0747 1.6384 1.4421 0.04 -0.09 0.11 -0.41
C 1.5146 1.0207 2.6087 -0.07 0.01 0.00 -0.18
C 1.6763 1.7616 3.7705 0.00 0.02 -0.02 -0.21
C 1.3920 3.1180 3.7759 0.01 0.00 -0.03 -0.17
C 0.9384 3.7361 2.6180 -0.01 -0.01 0.04 -0.22
C 0.7760 3.0003 1.4576 -0.02 0.07 0.00 -0.12
C 1.3481 -0.9569 -0.1294 0.00 -0.02 -0.12 -0.38
C 2.4473 -1.5117 0.4725 0.03 0.02 -0.01 -0.17
C 2.8577 -2.8160 0.1252 -0.05 0.07 0.00 -0.21
C 2.2193 -3.4993 -0.8710 0.00 -0.01 -0.03 -0.17
C 1.1203 -2.9316 -1.5583 0.03 -0.06 0.02 0.02
C 0.5244 -3.5527 -2.6832 0.04 0.00 0.04 -0.17
C -0.4644 -2.9234 -3.3793 -0.06 0.07 -0.01 -0.20
C -0.9673 -1.6751 -2.9464 0.03 -0.18 -0.02 -0.17
C -0.4714 -1.0632 -1.8214 -0.02 0.09 0.11 -0.43
C 0.6406 -1.6694 -1.1462 -0.03 0.12 0.01 -0.07
H 4.2893 3.2248 -3.8435 0.01 0.01 -0.01 0.23
H 2.5246 1.6840 -4.6419 0.00 0.00 -0.03 0.23
H 0.9791 0.6535 -3.0564 -0.04 -0.02 0.02 0.23
H 2.9619 2.6835 0.1735 0.01 -0.03 -0.05 0.22
H 4.4978 3.7056 -1.4271 0.02 0.01 0.01 0.23
H 1.7059 -0.0406 2.6332 0.03 -0.09 -0.05 0.22
H 2.0244 1.2760 4.6717 0.01 -0.01 0.02 0.23
H 1.5208 3.6957 4.6803 0.00 0.01 0.03 0.23
H 0.7105 4.7927 2.6195 -0.01 0.03 0.00 0.23
H 0.4254 3.4987 0.5612 -0.02 -0.03 -0.04 0.22
H 3.0458 -0.9465 1.1726 -0.01 0.04 0.06 0.23
H 3.7148 -3.2510 0.6187 0.03 -0.01 0.02 0.23
H 2.5732 -4.4770 -1.1730 0.00 -0.02 -0.01 0.23
H 0.8913 -4.5193 -3.0030 0.01 -0.03 0.00 0.22
H -0.8904 -3.3895 -4.2570 -0.01 0.00 -0.02 0.23
H -1.7948 -1.2451 -3.4982 0.00 0.02 0.01 0.23
O -2.6943 -2.3207 -0.6877 -0.30 -0.07 -0.08 -0.92
S -3.6427 -2.1621 0.4189 0.12 0.36 -0.13 2.30
O -5.0289 -2.3531 0.2048 -0.01 -0.04 0.02 -0.84
N -3.1749 -0.6339 0.8913 -0.08 -0.32 0.24 -0.88
C -2.1856 -0.7849 1.8030 -0.38 0.15 -0.44 0.63
O -1.2565 0.0583 1.7021 0.09 -0.14 -0.01 -0.61
C -2.2105 -2.0575 2.5434 0.06 0.06 0.05 -0.08
C -1.5266 -2.4527 3.6772 -0.02 -0.02 0.00 -0.16
C -1.7231 -3.7564 4.1219 0.01 0.03 0.00 -0.17
C -2.5586 -4.6338 3.4397 -0.08 -0.03 -0.09 -0.16
C -3.2310 -4.2458 2.2810 0.11 0.05 0.16 -0.15
C -3.0334 -2.9489 1.8659 -0.03 -0.28 0.02 -0.32
H -0.8815 -1.7648 4.2053 0.01 0.01 0.02 0.24
H -1.2231 -4.0977 5.0171 0.02 0.02 0.02 0.24
H -2.6914 -5.6402 3.8116 0.01 -0.01 0.02 0.24
H -3.8739 -4.9269 1.7426 -0.01 -0.01 -0.02 0.25
```
Forces are in eV/Å.

Computed properties:
Net charge = +1
Energy above the lowest of the compared OMol25 structures with the same formula, charge and spin = 14.53 kcal per mole
E_tot = -116988.44741 eV
HOMO-LUMO gap = 6.1228 eV

=====

No. 3
This record from the OMol25 dataset describes a structure of composition C32H23AuBrIN3O2PS in a non-equilibrium geometry. The level of theory is ωB97M-V/def2-TZVPD.

XYZ file:
```
65
Properties=species:S:1:pos:R:3:forces:R:3:nbo_charge:R:1
Au -1.6873 -0.6899 0.6696 0.27 0.04 0.57 0.76
I -0.6739 2.1607 1.5360 0.84 -0.10 -1.65 0.58
C 0.4471 3.5533 0.3809 -0.45 0.35 0.47 -0.16
C 0.1854 4.8788 0.6210 -0.10 -0.60 0.10 -0.19
C 1.0611 5.8608 0.1480 0.41 0.11 -0.26 -0.19
C 2.1769 5.4972 -0.5583 -0.31 0.18 0.15 -0.16
C 2.4217 4.1466 -0.8897 -0.27 -0.20 0.14 0.03
C 3.5258 3.7789 -1.6854 -0.01 -0.26 -0.04 -0.12
C 3.7701 2.4660 -1.9923 0.14 0.28 0.05 -0.21
C 2.9020 1.4719 -1.5430 -0.47 -0.17 0.05 -0.15
C 1.7862 1.7979 -0.7966 -0.41 0.02 0.22 -0.40
P 0.6761 0.3803 -0.4905 1.26 -0.37 -0.54 1.49
C 1.6637 -0.7640 0.5094 -0.76 0.17 0.28 -0.45
C 2.4681 -1.7331 -0.0890 -0.11 -0.03 -0.22 -0.19
C 3.2232 -2.5725 0.7114 0.11 -0.03 -0.03 -0.18
C 3.1759 -2.4663 2.0927 -0.03 0.04 -0.01 -0.16
C 2.3839 -1.4944 2.6842 0.03 0.09 0.00 -0.14
C 1.6313 -0.6459 1.8975 0.06 0.07 0.04 -0.20
C 0.3393 -0.2382 -2.1417 -0.30 0.35 1.15 -0.49
C 0.0809 0.7089 -3.1402 -0.07 0.33 -0.11 -0.06
C -0.3769 0.2998 -4.3751 0.06 0.09 0.00 -0.21
C -0.6093 -1.0469 -4.6141 0.09 0.15 0.10 -0.09
C -0.3676 -1.9861 -3.6193 0.21 -0.26 0.26 -0.20
C 0.0880 -1.5911 -2.3761 -0.02 -0.35 -0.08 -0.16
C 1.5281 3.1311 -0.4191 0.22 0.17 -0.04 -0.13
H -0.6700 5.1615 1.2146 -0.07 0.10 0.07 0.23
H 0.8618 6.8962 0.3773 0.02 0.08 -0.02 0.25
H 2.8856 6.2480 -0.8712 0.06 0.07 -0.11 0.24
H 4.1768 4.5518 -2.0644 0.07 0.11 0.00 0.24
H 4.6160 2.1866 -2.5991 0.13 0.00 -0.02 0.25
H 3.0972 0.4396 -1.7970 0.03 -0.02 -0.13 0.23
H 2.5180 -1.8247 -1.1655 0.00 -0.05 0.00 0.23
H 3.8590 -3.3125 0.2512 0.04 -0.08 -0.07 0.24
H 3.7592 -3.1334 2.7090 0.06 -0.07 0.01 0.24
H 2.3507 -1.3924 3.7590 0.02 -0.02 0.06 0.22
H 1.0152 0.1077 2.3679 0.01 -0.08 0.01 0.22
H 0.2224 1.7611 -2.9360 -0.03 0.06 -0.03 0.22
H -0.5904 1.0265 -5.1417 0.00 0.10 -0.05 0.25
H -0.9963 -1.3601 -5.5704 -0.06 -0.06 -0.10 0.24
H -0.5571 -3.0325 -3.8087 0.02 -0.08 -0.01 0.24
H 0.2528 -2.3165 -1.5892 -0.11 -0.05 -0.04 0.24
Br -0.9337 -4.3698 0.5095 -0.06 -0.09 0.01 0.09
C -2.2396 -3.7402 -0.7054 -0.46 0.10 -0.61 0.14
C -2.9772 -4.6167 -1.4930 0.21 -0.05 0.29 -0.26
C -3.8237 -4.0745 -2.4500 0.04 0.23 0.03 -0.13
C -3.8426 -2.6989 -2.6442 -0.03 0.11 0.15 -0.20
C -3.0858 -1.9042 -1.7953 -0.25 0.04 -0.44 0.10
N -2.3458 -2.4299 -0.8334 0.50 -0.56 0.23 -0.56
C -2.9375 -0.3917 -2.0091 -0.44 -0.67 -0.39 0.74
O -3.3520 0.0970 -3.0333 -0.18 -0.02 -0.32 -0.60
O -2.3038 0.2508 -1.1022 0.40 0.85 0.84 -0.82
H -2.8774 -5.6833 -1.3617 -0.04 -0.05 0.01 0.25
H -4.4475 -4.7229 -3.0505 0.07 -0.02 -0.05 0.25
H -4.4202 -2.2260 -3.4221 -0.08 0.01 -0.06 0.26
S -1.4226 -1.7822 2.7285 -0.06 -0.10 -0.29 -0.15
C -1.5826 -0.6818 4.0033 0.00 -0.31 -0.07 0.27
N -1.7609 -1.2271 5.2457 0.00 0.03 -0.22 -0.49
C -1.9186 -0.4663 6.3369 0.06 0.60 0.35 0.14
C -1.8519 0.9017 6.2169 -0.05 -0.18 -0.08 -0.31
C -1.6225 1.4118 4.9303 -0.10 -0.36 0.51 0.17
N -1.5082 0.6403 3.8729 -0.03 0.06 -0.24 -0.51
H -1.7902 -2.2423 5.3011 -0.07 0.15 0.08 0.46
H -2.0797 -0.9684 7.2840 0.01 -0.02 -0.13 0.26
H -1.9756 1.5415 7.0741 0.01 0.03 0.06 0.27
H -1.5209 2.4723 4.7408 -0.05 0.15 0.17 0.22
```
Forces are in eV/Å.

Computed properties:
Net charge = +2
E_tot = -144066.59916 eV
HOMO-LUMO gap (spin up / spin down) = 4.4574 / 4.5743 eV